Record 1
Density functional theory data (ωB97M-V/def2-TZVPD) for a 11-piece molecular cluster, C7H33NO10 overall.

Bonds (Å) are listed after each position.
Element x y z (Å)
1 C -2.5018 1.1430 0.2835  C2 1.539, H9 1.064, H10 1.079, H11 1.062
2 C -0.9793 1.1213 0.5078  C1 1.539, C3 1.541, H12 1.124, H13 1.079
3 C -0.3187 0.1310 -0.4709  C2 1.541, C6 1.477, H14 1.132, H15 1.135
4 N 3.4340 0.5800 -0.3989  C5 1.384, H16 1.033, H17 0.987
5 C 2.0987 0.6034 -0.7630  N4 1.384, C6 1.361, H18 1.155
6 C 1.1054 -0.0989 -0.1529  C3 1.477, C5 1.361, C7 1.458
7 C 1.3629 -1.1007 0.8747  C6 1.458, C8 1.353, H19 1.075
8 C 2.2070 -2.1460 0.7126  C7 1.353, H20 1.049, H21 1.078
9 H -2.7726 1.5718 -0.6519  C1 1.064
10 H -2.9195 0.1509 0.3592  C1 1.079
11 H -2.9977 1.7327 1.0149  C1 1.062
12 H -0.7604 0.8182 1.5679  C2 1.124
13 H -0.5848 2.1038 0.2994  C2 1.079
14 H -0.4312 0.6148 -1.4886  C3 1.132
15 H -0.9076 -0.8387 -0.4369  C3 1.135
16 H 4.1265 0.9069 -1.0922  N4 1.033
17 H 3.8008 -0.1674 0.1314  N4 0.987
18 H 1.7847 1.3609 -1.5770  C5 1.155
19 H 0.8778 -0.9438 1.8209  C7 1.075
20 H 2.7232 -2.3710 -0.1720  C8 1.049
21 H 2.3907 -2.9060 1.4541  C8 1.078
22 H -0.0766 -2.7385 -1.2501  O24 0.965
23 H -0.1217 -3.0919 0.2177  O24 0.928
24 O -0.3048 -3.4364 -0.6241  H22 0.965, H23 0.928
25 H 0.3573 2.7457 2.9967  O27 0.920
26 H -0.4346 1.5413 3.4543  O27 0.993
27 O -0.3567 2.5286 3.5340  H25 0.920, H26 0.993
28 H 2.6304 2.2863 1.0182  O30 0.904
29 H 1.3321 1.6627 1.3913  O30 0.989
30 O 1.7981 2.5278 1.2763  H28 0.904, H29 0.989
31 H 0.7071 2.4105 -2.8876  O33 0.956
32 H 0.2069 1.0298 -3.2861  O33 0.996
33 O 0.8184 1.7597 -3.5790  H31 0.956, H32 0.996
34 H -2.6203 -0.1781 -2.2905  O36 0.948
35 H -1.4857 -1.1293 -2.7100  O36 0.965
36 O -2.3903 -1.0937 -2.3747  H34 0.948, H35 0.965
37 H -1.6157 -2.8792 2.5049  O39 0.950
38 H -1.9665 -2.1467 1.1808  O39 1.028
39 O -1.3162 -2.1484 1.9771  H37 0.950, H38 1.028
40 H 1.2021 3.1261 -0.2121  O42 0.994
41 H 0.8408 4.4142 -0.9947  O42 1.001
42 O 0.8334 3.4174 -1.0880  H40 0.994, H41 1.001
43 H -0.8814 -0.8511 2.9437  O45 0.996
44 H -1.2501 -0.1997 4.2885  O45 0.952
45 O -0.6024 -0.1483 3.5922  H43 0.996, H44 0.952
46 H 1.0174 -0.9074 -2.5400  O48 0.969
47 H 0.4681 -1.6637 -3.7789  O48 0.947
48 O 0.2151 -1.1418 -3.0300  H46 0.969, H47 0.947
49 H -2.1404 -3.3238 -0.4225  O51 0.992
50 H -2.7826 -2.0032 -0.9283  O51 0.965
51 O -2.8193 -2.6356 -0.2010  H49 0.992, H50 0.965

## Properties
Total charge: 0
LUMO level in eV: 0.1
HOMO-LUMO gap in eV: 8.5
Structure (SMILES): C=C/C(=C\N)CCC.O.O.O.O.O.O.O.O.O.O
Relative energy (zero: lowest compared OMol25 entry of this formula, charge and spin) in eV: 1.094
Multiplicity: 1

Here are the Mulliken charges for atoms 1 to 2, given in e: atom 1 (C): -1.74, atom 2 (C): 1.03

---

Record 2
Density functional theory data (ωB97M-V/def2-TZVPD) for a 11-piece molecular cluster, C7H34O11 overall.

Bonds (Å) are listed after each position.
Element x y z (Å)
1 C 3.2034 2.1001 0.8013  C2 1.525, H9 1.158, H10 1.094, H11 1.076
2 C 2.0107 2.1253 1.7507  C1 1.525, C3 1.544, H12 1.138, H13 1.070
3 C 0.6822 2.3688 1.0029  C2 1.544, C4 1.537, H14 1.131, H15 1.123
4 C 0.3545 1.2801 -0.0307  C3 1.537, C8 1.497, H16 1.134, H17 1.110
5 C -0.8329 -2.3098 0.9156  O6 1.436, C7 1.488, H18 1.163, H19 1.159
6 O -0.6440 -3.2740 -0.1317  C5 1.436, H20 1.005
7 C -0.7662 -0.9286 0.3655  C5 1.488, C8 1.329, H21 1.032
8 C 0.2313 -0.0782 0.5872  C4 1.497, C7 1.329, H22 1.134
9 H 3.3239 3.0645 0.1713  C1 1.158
10 H 4.1515 1.9388 1.3226  C1 1.094
11 H 3.1329 1.3074 0.0770  C1 1.076
12 H 1.9247 1.1389 2.3116  C2 1.138
13 H 2.1577 2.8593 2.5158  C2 1.070
14 H 0.7413 3.3704 0.4812  C3 1.131
15 H -0.1530 2.4411 1.7497  C3 1.123
16 H 1.1519 1.2186 -0.8352  C4 1.134
17 H -0.5842 1.5779 -0.5432  C4 1.110
18 H 0.0129 -2.5711 1.6701  C5 1.163
19 H -1.8437 -2.5529 1.4279  C5 1.159
20 H -1.1573 -3.0099 -0.9550  O6 1.005
21 H -1.5371 -0.7262 -0.2902  C7 1.032
22 H 1.0838 -0.3717 1.2753  C8 1.134
23 H 0.1209 -0.5151 -2.9056  O25 0.897
24 H 0.5448 -1.5664 -1.7942  O25 1.008
25 O -0.1069 -1.2870 -2.5106  H23 0.897, H24 1.008
26 H -3.9917 1.5105 0.1848  O28 1.000
27 H -2.9390 0.3645 -0.2834  O28 1.021
28 O -3.0177 1.2895 0.1419  H26 1.000, H27 1.021
29 H 2.8863 -1.3082 2.9701  O31 0.923
30 H 1.3658 -1.3129 2.9415  O31 0.979
31 O 2.1704 -1.6575 2.5032  H29 0.923, H30 0.979
32 H -0.6378 1.6398 -2.9076  O34 0.953
33 H 0.7104 2.1139 -3.4193  O34 0.956
34 O 0.2135 1.3269 -3.2005  H32 0.953, H33 0.956
35 H -0.2434 -0.5259 4.5249  O37 0.977
36 H -0.7395 -0.1117 3.0860  O37 0.970
37 O -0.0949 -0.6528 3.5680  H35 0.977, H36 0.970
38 H -2.5456 0.9837 -2.4832  O40 0.959
39 H -2.4210 2.1144 -1.4873  O40 0.948
40 O -2.2848 1.9026 -2.4017  H38 0.959, H39 0.948
41 H -1.7625 -0.9645 -2.3845  O43 0.993
42 H -3.1653 -1.0014 -3.1543  O43 0.998
43 O -2.7268 -0.7464 -2.2950  H41 0.993, H42 0.998
44 H -2.2455 0.9686 1.6500  O46 0.989
45 H -2.0071 1.8426 2.8944  O46 0.965
46 O -2.0588 0.9188 2.6198  H44 0.989, H45 0.965
47 H 2.0608 0.2761 -2.5013  O49 0.964
48 H 2.4816 -0.8941 -1.5931  O49 0.964
49 O 2.7942 -0.0680 -1.9796  H47 0.964, H48 0.964
50 H 2.0723 -2.0640 0.0818  O52 0.941
51 H 0.9265 -2.8645 -0.6640  O52 1.034
52 O 1.7439 -2.2421 -0.7822  H50 0.941, H51 1.034

## Properties
Total charge: 0
LUMO level in eV: 0.1
HOMO-LUMO gap in eV: 9.3
Structure (SMILES): CCCC/C=C/CO.O.O.O.O.O.O.O.O.O.O
Relative energy (zero: lowest compared OMol25 entry of this formula, charge and spin) in eV: 0.604
Multiplicity: 1

Here are the Mulliken charges for atoms 1 to 2, given in e: atom 1 (C): -1.15, atom 2 (C): -0.20

---

Record 3
Density functional theory data (ωB97M-V/def2-TZVPD) for a 13-piece molecular cluster, C7H35NO12 overall.

Bonds (Å) are listed after each position.
Element x y z (Å)
1 C -3.4936 -2.3656 -1.0468  C2 1.345, H9 1.070, H10 1.091
2 C -2.3016 -2.6719 -1.5893  C1 1.345, N3 1.429, H11 1.086
3 N -1.8168 -2.1418 -2.8247  C2 1.429, C4 1.471, H12 1.012
4 C -0.3721 -1.8753 -2.7543  N3 1.471, C8 1.488, H13 1.108, H14 1.088
5 C 1.7130 2.2107 -0.8815  C6 1.365, H15 1.072, H16 1.102
6 C 1.0051 1.0551 -0.7143  C5 1.365, C7 1.468, H17 1.097
7 C 0.6848 0.1726 -1.8425  C6 1.468, C8 1.346, H18 1.107
8 C 0.0463 -0.9932 -1.6309  C4 1.488, C7 1.346, H19 1.101
9 H -4.1204 -1.7872 -1.6932  C1 1.070
10 H -3.8171 -2.9219 -0.1658  C1 1.091
11 H -1.5245 -3.2802 -1.1359  C2 1.086
12 H -2.3108 -1.2893 -3.0575  N3 1.012
13 H 0.2412 -2.7898 -2.6336  C4 1.108
14 H -0.1319 -1.4538 -3.7285  C4 1.088
15 H 1.7411 2.7532 -1.8059  C5 1.072
16 H 1.6939 2.7913 0.0549  C5 1.102
17 H 0.7466 0.8375 0.3298  C6 1.097
18 H 0.9867 0.4759 -2.8636  C7 1.107
19 H 0.0836 -1.4083 -0.6113  C8 1.101
20 H 3.3762 -3.9554 1.1509  O22 0.967
21 H 2.3862 -3.4370 2.1065  O22 0.968
22 O 3.2963 -3.7670 2.0960  H20 0.967, H21 0.968
23 H 3.6945 1.6056 1.9342  O25 0.960
24 H 4.8985 1.1795 1.1167  O25 0.969
25 O 4.5967 1.2921 2.0303  H23 0.960, H24 0.969
26 H 4.3337 -1.6067 0.2995  O28 0.958
27 H 3.2941 -1.1840 -0.9392  O28 0.962
28 O 4.1483 -1.5045 -0.6344  H26 0.958, H27 0.962
29 H -1.1953 -5.0005 0.4181  O31 0.971
30 H 0.0772 -4.6564 0.9161  O31 0.973
31 O -0.6726 -4.1879 0.5099  H29 0.971, H30 0.973
32 H -1.7745 2.3218 -4.1114  O34 0.963
33 H -1.3263 2.7489 -2.7111  O34 0.962
34 O -1.1640 2.9030 -3.6468  H32 0.963, H33 0.962
35 H 0.9440 2.6498 -3.8915  O37 0.976
36 H 2.2318 2.0956 -4.6375  O37 0.958
37 O 1.5050 1.8688 -4.0564  H35 0.976, H36 0.958
38 H -3.5698 0.2029 -0.3409  O40 0.963
39 H -2.4465 0.7588 0.6343  O40 0.980
40 O -3.3964 0.7961 0.3977  H38 0.963, H39 0.980
41 H -0.3394 2.5626 4.5206  O43 0.963
42 H 0.2499 3.8774 4.1802  O43 0.963
43 O -0.4124 3.2573 3.8583  H41 0.963, H42 0.963
44 H 2.5146 3.7346 2.0894  O46 0.960
45 H 1.5209 4.9795 1.9719  O46 0.959
46 O 1.7224 4.1592 2.4265  H44 0.960, H45 0.959
47 H -4.7255 1.6534 2.6995  O49 0.964
48 H -4.4927 0.3170 1.7890  O49 0.973
49 O -4.6003 0.6983 2.6779  H47 0.964, H48 0.973
50 H 0.1519 -2.0265 2.3747  O52 0.964
51 H 0.7688 -1.7708 3.7235  O52 0.963
52 O 0.2695 -2.4363 3.2393  H50 0.964, H51 0.963
53 H -2.1492 0.9445 2.3630  O55 0.969
54 H -1.4605 2.2774 1.9653  O55 0.965
55 O -1.3084 1.3311 2.0749  H53 0.969, H54 0.965

## Properties
Total charge: 0
LUMO level in eV: 0.1
HOMO-LUMO gap in eV: 8.7
Relative energy (zero: lowest compared OMol25 entry of this formula, charge and spin) in eV: 3.386
Multiplicity: 1

Here are the Mulliken charges for atoms 1 to 2, given in e: atom 1 (C): -1.36, atom 2 (C): 0.39

---

> What is the multiplicity in the first record?

1

---

> Which formula does entry 2 have?

C7H34O11

---

> Look up the HOMO-LUMO gap of the second one.

9.3 eV